CH6BNO | wB97M-V/def2-TZVPD

```
! wB97M-V def2-TZVPD RIJCOSX def2/J DEFGRID3
* xyz 0 1
H 2.8165 0.1503 0.7486
H -1.3339 -0.4647 1.3193
H -2.1615 -0.0042 -1.1907
O -1.9648 -0.6823 0.6753
B 1.4054 -0.0688 -0.8490
N -1.4580 0.0347 -0.4386
H 1.0094 0.1354 1.2375
H -1.2973 0.9610 -0.0404
H 1.1995 -0.0217 -1.9268
C 1.7847 -0.0398 0.4646
*
```

Results
molar mass = 58.88 g mol⁻¹
energy = -196.38200 hartree
SMILES = B=C.NO
HOMO level = -8.80 eV
strongest force on any atom = 0.0449 Eh/bohr
LUMO level = 0.682 eV
energy relative to the best compared isomer or geometry (same formula, charge and spin) = 151.0 kcal/mol

***

C3H8N2O2 | wB97M-V/def2-TZVPD

```
! wB97M-V def2-TZVPD RIJCOSX def2/J DEFGRID3
* xyz 0 1
H 0.5714 -2.0841 -1.0328
N 0.4935 0.5580 0.1554
H -2.1559 1.2790 0.5372
H 0.1607 2.5507 0.5166
C -2.0799 0.2989 0.1682
H 1.8024 -2.5098 0.1256
H -2.1450 -0.2514 1.1139
H 0.1411 -1.7523 0.4503
H -3.0157 -0.1494 -0.4944
H 1.3532 2.2995 -0.5243
C 1.0406 -1.8073 -0.1409
O 2.6362 -0.0708 -0.1594
O -1.0577 0.1535 -0.7059
N 0.7909 1.8307 0.1803
C 1.4642 -0.3454 -0.1897
*
```

Results
molar mass = 104.11 g mol⁻¹
energy = -378.93872 hartree
HOMO level (spin up / spin down) = -9.10 / -9.10 eV
strongest force on any atom = 0.0738 Eh/bohr
LUMO level (spin up / spin down) = -0.106 / -0.104 eV
energy relative to the best compared isomer or geometry (same formula, charge and spin) = 126.9 kcal/mol

***

CH3NO2 | wB97M-V/def2-TZVPD

```
! wB97M-V def2-TZVPD RIJCOSX def2/J DEFGRID3
* xyz 0 1
O -1.0496 -1.4851 0.3661
H 0.3259 0.4447 -1.3797
N -0.1528 -0.7415 0.1888
C -0.1264 0.5350 -0.3863
O 1.5860 -0.8820 1.4787
H -1.1278 0.9719 -0.4765
H 0.5448 1.1569 0.2088
*
```

Results
molar mass = 61.04 g mol⁻¹
energy = -244.85843 hartree
HOMO level (spin up / spin down) = -9.67 / -9.67 eV
strongest force on any atom = 0.0845 Eh/bohr
LUMO level (spin up / spin down) = -1.205 / -0.972 eV
energy relative to the best compared isomer or geometry (same formula, charge and spin) = 201.2 kcal/mol

***

C4H6N2O2 | wB97M-V/def2-TZVPD

```
! wB97M-V def2-TZVPD RIJCOSX def2/J DEFGRID3
* xyz 0 1
O 1.1864 -0.4589 1.2005
H 2.7244 -0.2336 -0.1098
C 1.6345 0.1905 0.2303
C -0.2200 -0.2397 1.6113
H -2.4723 -0.9293 -0.7097
O -0.9529 0.3091 -2.0083
H 0.1564 -0.3294 -2.4854
H -0.5327 -0.8550 2.3431
N -2.0367 -0.9602 0.2414
N -0.5537 0.8782 -0.6368
C -1.1033 -0.0983 0.3682
H -0.2004 0.6304 2.2273
C 0.9388 0.7947 -0.7538
H 1.4314 1.3015 -1.5183
*
```

Results
molar mass = 114.10 g mol⁻¹
energy = -415.78178 hartree
HOMO level = -8.71 eV
strongest force on any atom = 0.1336 Eh/bohr
LUMO level = 0.016 eV
energy relative to the best compared isomer or geometry (same formula, charge and spin) = 162.4 kcal/mol

***

C14H56N28O14 | wB97M-V/def2-TZVPD

```
! wB97M-V def2-TZVPD RIJCOSX def2/J DEFGRID3
* xyz 0 1
H -20.9486 -26.0323 -31.4695
N -16.6654 -31.8002 -37.4583
H -24.1155 -29.7861 -29.1870
N -13.7984 -25.8630 -31.3461
N -19.0381 -26.6179 -25.6308
N -20.3414 -29.5854 -37.7155
C -15.0258 -26.4685 -28.2599
H -12.1864 -27.9031 -32.1380
H -13.9898 -25.8285 -30.3550
H -19.3841 -23.4110 -30.5959
H -19.8584 -29.2215 -31.6717
H -23.3635 -28.4520 -30.0238
H -19.2641 -24.7404 -31.7774
C -22.1839 -25.8180 -29.8393
O -14.4700 -32.1686 -33.2767
N -21.1869 -26.3198 -30.5311
N -19.7895 -30.4776 -29.6000
C -18.7806 -25.5946 -26.4082
H -18.9514 -26.6745 -24.6261
H -23.2719 -26.3278 -28.2554
H -16.1992 -28.4408 -32.1376
H -14.7688 -30.3491 -30.9688
N -13.9521 -27.0429 -27.8252
N -16.7752 -31.7659 -35.2966
H -16.5705 -30.7770 -35.2801
H -18.8261 -25.1410 -28.3106
H -13.5841 -23.6657 -30.1501
N -23.1050 -31.2132 -34.1975
H -23.9875 -31.4855 -34.6064
H -13.2514 -27.6164 -36.1246
N -21.1731 -29.8938 -27.9711
H -13.4887 -28.9926 -31.4722
H -21.1997 -30.7394 -33.2250
H -16.6638 -32.2908 -38.3411
H -19.2857 -28.3782 -35.0897
H -19.5432 -27.3858 -26.0495
H -23.7191 -31.5973 -29.7920
H -18.9704 -30.2049 -30.1240
N -20.9908 -31.2371 -34.0786
N -14.2450 -29.3844 -35.3486
O -22.0615 -29.8851 -31.5929
H -12.9608 -22.9430 -31.6310
H -16.8436 -32.2834 -34.4320
N -10.8969 -28.8170 -30.2868
N -19.1360 -28.5163 -31.6404
H -19.1772 -26.8202 -28.0808
O -22.7468 -24.7222 -30.0357
H -20.0904 -31.5768 -34.3853
H -13.1472 -26.4534 -27.6680
O -14.5897 -28.0708 -33.5505
O -17.3141 -25.6122 -30.8567
C -17.7505 -24.5725 -30.6208
H -21.9382 -27.3936 -28.6822
N -12.5364 -28.6794 -31.5950
H -16.3564 -24.1260 -29.3332
N -15.0104 -30.7530 -31.8624
N -23.6308 -29.4256 -29.9965
O -19.0818 -27.6679 -37.5211
C -12.1149 -29.0277 -30.4087
H -21.4884 -29.3060 -27.2127
N -17.1330 -28.1420 -31.8950
H -13.6878 -31.6584 -30.3303
H -16.8527 -26.9777 -28.7537
H -13.7754 -26.4500 -34.8735
H -17.6010 -22.8595 -29.6779
O -21.8014 -32.4154 -35.7006
H -10.4448 -28.2845 -31.0163
N -22.5671 -26.6367 -28.9095
C -14.4697 -31.8242 -32.1746
C -13.4657 -24.7606 -31.9154
H -14.4103 -30.1285 -34.6860
N -13.7481 -32.1900 -31.1869
H -20.3488 -29.4778 -38.7197
H -23.1346 -30.6739 -33.3441
O -12.8288 -29.5821 -29.6010
H -15.6715 -28.2819 -28.4162
H -14.2645 -26.5695 -31.8972
O -17.1584 -33.7101 -36.5324
C -22.9115 -30.1803 -30.7773
O -15.0506 -25.2619 -28.5276
H -17.2697 -27.2387 -31.4643
C -21.9704 -31.7007 -34.7170
H -15.8293 -30.4315 -32.3585
C -14.2443 -28.2411 -34.6682
H -10.3544 -29.2029 -29.5274
N -13.4246 -23.6983 -31.1468
C -18.1183 -28.8204 -32.3374
H -22.3410 -32.1331 -30.7423
O -18.1370 -29.7220 -33.1064
C -19.7387 -28.6107 -37.0517
H -20.2010 -29.8247 -35.5842
N -13.8973 -27.2907 -35.4197
C -20.0621 -29.6140 -28.6652
O -18.4419 -24.4528 -26.0329
H -20.7124 -30.4345 -37.3137
H -16.0896 -30.9948 -37.2590
O -19.4982 -28.5366 -28.6561
N -19.7100 -28.9669 -35.7922
N -22.9410 -31.3947 -30.4033
H -13.3800 -33.1258 -31.0928
O -13.0477 -24.6977 -33.0699
H -21.7785 -30.6749 -28.1796
C -16.9804 -32.4577 -36.4181
N -18.8734 -25.9386 -27.6927
N -17.1113 -23.7219 -29.8690
H -20.6503 -27.0181 -30.0366
N -18.8886 -24.1783 -31.0269
H -13.7933 -27.9528 -28.2338
N -15.9824 -27.3219 -28.3739
H -18.9427 -28.2050 -30.6992
H -20.0977 -31.4230 -29.7775
H -14.2544 -29.5062 -36.3512
*
```

Results
molar mass = 840.78 g mol⁻¹
energy = -3153.87670 hartree
HOMO level = -8.60 eV
strongest force on any atom = 0.2061 Eh/bohr
LUMO level = -0.886 eV
energy relative to the best compared isomer or geometry (same formula, charge and spin) = 257.2 kcal/mol

***

C4H5NO | wB97M-V/def2-TZVPD

```
! wB97M-V def2-TZVPD RIJCOSX def2/J DEFGRID3
* xyz 0 1
N -1.5649 -1.6874 -1.7782
C -0.0791 -0.2463 -0.1946
H 1.1982 -0.2403 1.5434
H -0.0008 -1.6243 1.4778
H 0.0981 1.4693 -1.5731
H -0.1395 1.4316 0.2720
C -0.8900 -1.0567 -1.0722
O -0.8548 0.2075 1.2128
H 1.5046 1.2623 -0.4220
C 0.2487 -0.6230 1.1743
C 0.4447 1.0879 -0.6076
*
```

Results
molar mass = 83.09 g mol⁻¹
energy = -285.29920 hartree
SMILES = C[C@@]1(C#N)CO1
HOMO level = -10.52 eV
strongest force on any atom = 0.0518 Eh/bohr
LUMO level = 0.340 eV
energy relative to the best compared isomer or geometry (same formula, charge and spin) = 72.4 kcal/mol

***

Copy entry 3 word for word.
CH3NO2 | wB97M-V/def2-TZVPD

```
! wB97M-V def2-TZVPD RIJCOSX def2/J DEFGRID3
* xyz 0 1
O -1.0496 -1.4851 0.3661
H 0.3259 0.4447 -1.3797
N -0.1528 -0.7415 0.1888
C -0.1264 0.5350 -0.3863
O 1.5860 -0.8820 1.4787
H -1.1278 0.9719 -0.4765
H 0.5448 1.1569 0.2088
*
```

Results
molar mass = 61.04 g mol⁻¹
energy = -244.85843 hartree
HOMO level (spin up / spin down) = -9.67 / -9.67 eV
strongest force on any atom = 0.0845 Eh/bohr
LUMO level (spin up / spin down) = -1.205 / -0.972 eV
energy relative to the best compared isomer or geometry (same formula, charge and spin) = 201.2 kcal/mol

***

> Which value of molar mass does entry 3 give?

61.04 g mol⁻¹

***

> Among the records above, which one has the lowest energy relative to the best compared isomer or geometry (same formula, charge and spin)?

C4H5NO